[1]
{
  "formula": "C33H90CdNO13",
  "method": "ωB97M-V with the def2-TZVPD basis set",
  "elements": ["Cd", "C", "C", "C", "C", "C", "C", "N", "O", "C", "C", "C", "H", "H", "H", "H", "H", "H", "H", "H", "H", "H", "H", "H", "H", "H", "H", "H", "H", "H", "C", "C", "O", "H", "H", "H", "H", "H", "H", "C", "C", "O", "H", "H", "H", "H", "H", "H", "C", "C", "O", "H", "H", "H", "H", "H", "H", "C", "C", "O", "H", "H", "H", "H", "H", "H", "C", "C", "O", "H", "H", "H", "H", "H", "H", "C", "C", "O", "H", "H", "H", "H", "H", "H", "C", "C", "O", "H", "H", "H", "H", "H", "H", "C", "C", "O", "H", "H", "H", "H", "H", "H", "C", "C", "O", "H", "H", "H", "H", "H", "H", "C", "C", "O", "H", "H", "H", "H", "H", "H", "C", "C", "O", "H", "H", "H", "H", "H", "H", "C", "C", "O", "H", "H", "H", "H", "H", "H"],
  "xyz": [[24.244, 3.286, -13.062], [19.759, 5.115, -13.761], [20.825, 4.900, -14.852], [20.271, 5.516, -16.127], [20.303, 7.060, -16.110], [21.659, 7.603, -15.713], [22.311, 6.982, -14.458], [22.144, 5.509, -14.558], [22.703, 4.846, -13.420], [21.715, 7.624, -13.192], [23.816, 7.234, -14.629], [20.930, 3.416, -15.187], [18.943, 4.395, -13.714], [19.447, 6.143, -13.625], [20.323, 4.903, -12.840], [19.229, 5.264, -16.320], [20.904, 5.286, -16.993], [19.485, 7.436, -15.479], [19.986, 7.531, -17.046], [21.543, 8.652, -15.419], [22.294, 7.592, -16.602], [22.056, 7.120, -12.288], [20.636, 7.566, -13.289], [22.031, 8.659, -13.038], [24.205, 6.968, -15.609], [24.423, 6.646, -13.935], [23.994, 8.263, -14.301], [21.535, 3.116, -16.045], [19.935, 2.988, -15.343], [21.188, 2.865, -14.272], [24.954, 0.602, -15.647], [23.627, 0.646, -14.883], [23.441, 2.028, -14.467], [25.695, 1.193, -15.106], [24.812, 1.141, -16.585], [25.308, -0.393, -15.908], [23.741, 0.060, -13.966], [22.822, 0.219, -15.477], [22.581, 2.264, -14.873], [24.577, 6.476, -10.912], [24.734, 4.967, -10.716], [25.612, 4.408, -11.735], [25.308, 7.192, -10.535], [23.682, 6.823, -10.377], [24.274, 6.662, -11.943], [23.739, 4.523, -10.750], [25.193, 4.821, -9.736], [26.470, 4.785, -11.502], [26.890, 5.928, -15.569], [26.626, 4.478, -15.189], [25.263, 4.219, -14.843], [27.945, 6.040, -15.809], [26.636, 6.550, -14.709], [26.251, 6.219, -16.402], [27.298, 4.125, -14.405], [26.887, 3.841, -16.044], [24.695, 4.558, -15.554], [20.293, 5.810, -10.021], [20.509, 6.580, -8.728], [19.378, 6.386, -7.884], [20.301, 4.756, -9.745], [21.026, 6.009, -10.802], [19.324, 6.044, -10.462], [20.758, 7.636, -8.881], [21.374, 6.217, -8.157], [19.489, 6.900, -7.080], [20.486, -0.123, -16.675], [19.036, -0.232, -17.215], [18.358, 0.989, -17.098], [21.015, -1.079, -16.654], [20.521, 0.216, -15.637], [20.954, 0.574, -17.372], [18.539, -1.035, -16.655], [19.053, -0.567, -18.249], [18.380, 1.277, -16.181], [15.313, 5.191, -11.684], [16.111, 3.948, -11.993], [16.078, 3.459, -13.343], [15.245, 5.340, -10.606], [14.264, 5.082, -11.971], [15.764, 6.041, -12.193], [15.766, 3.110, -11.375], [17.184, 4.032, -11.823], [15.175, 3.226, -13.584], [22.556, 6.630, -20.544], [23.273, 6.932, -19.239], [23.102, 5.879, -18.297], [22.601, 7.452, -21.253], [21.502, 6.466, -20.297], [22.904, 5.691, -20.975], [22.877, 7.859, -18.819], [24.329, 7.087, -19.484], [22.915, 6.246, -17.425], [23.837, 10.968, -15.863], [23.307, 12.378, -15.696], [22.499, 12.795, -16.756], [23.019, 10.247, -15.912], [24.501, 10.619, -15.064], [24.454, 10.857, -16.759], [24.179, 13.031, -15.589], [22.738, 12.424, -14.753], [21.637, 12.324, -16.709], [24.931, 11.910, -12.306], [24.668, 10.422, -12.113], [25.103, 10.010, -10.798], [25.991, 12.116, -12.182], [24.368, 12.533, -11.606], [24.513, 12.242, -13.262], [25.151, 9.812, -12.874], [23.588, 10.248, -12.183], [24.392, 10.348, -10.243], [25.829, 2.978, -19.120], [24.336, 2.684, -18.825], [24.009, 3.352, -17.601], [26.423, 2.509, -18.328], [25.945, 4.056, -19.022], [26.198, 2.539, -20.046], [24.209, 1.604, -18.772], [23.773, 3.134, -19.644], [23.594, 4.188, -17.890], [20.658, 10.201, -18.225], [19.611, 10.499, -17.157], [20.077, 11.566, -16.333], [21.322, 9.458, -17.779], [21.115, 11.062, -18.700], [20.180, 9.618, -19.022], [19.468, 9.605, -16.536], [18.623, 10.677, -17.599], [19.488, 11.583, -15.546], [19.690, 10.750, -13.035], [18.702, 11.877, -13.147], [18.094, 11.822, -14.457], [19.170, 9.799, -12.939], [20.257, 10.854, -12.106], [20.400, 10.839, -13.857], [19.117, 12.879, -12.985], [17.880, 11.822, -12.421], [17.299, 12.361, -14.428]],
  "e_tot_ha": -2511.4856,
  "total_charge": 1,
  "max_force_ha_per_bohr": 0.0617
}

---

[2]
{
  "formula": "CHFO2",
  "method": "ωB97M-V with the def2-TZVPD basis set",
  "elements": ["F", "C", "O", "O", "H"],
  "xyz": [[-0.158, 1.431, -0.051], [0.134, -0.007, -0.058], [-0.600, -0.743, 0.670], [-0.639, -0.818, -0.738], [1.262, 0.136, 0.176]],
  "smiles": "FC1OO1",
  "total_charge": 0,
  "e_above_lowest_kj_mol": 508.2,
  "max_force_ha_per_bohr": 0.1568
}

---

[3]
{
  "formula": "C22H64O10",
  "method": "ωB97M-V with the def2-TZVPD basis set",
  "elements": ["C", "C", "C", "O", "H", "H", "H", "H", "H", "H", "H", "H", "C", "C", "C", "O", "H", "H", "H", "H", "H", "H", "H", "H", "C", "C", "C", "O", "H", "H", "H", "H", "H", "H", "H", "H", "C", "C", "C", "O", "H", "H", "H", "H", "H", "H", "H", "H", "C", "C", "C", "O", "H", "H", "H", "H", "H", "H", "H", "H", "C", "C", "C", "O", "H", "H", "H", "H", "H", "H", "H", "H", "C", "O", "H", "H", "H", "H", "C", "O", "H", "H", "H", "H", "C", "O", "H", "H", "H", "H", "C", "O", "H", "H", "H", "H"],
  "xyz": [[-8.998, -1.962, -18.545], [-9.838, -2.236, -17.317], [-11.312, -1.892, -17.527], [-9.721, -3.546, -16.995], [-9.280, -2.499, -19.450], [-7.943, -2.172, -18.370], [-9.146, -0.915, -18.811], [-9.328, -1.693, -16.522], [-11.731, -2.611, -18.232], [-11.416, -0.906, -17.979], [-11.827, -1.825, -16.568], [-9.401, -3.611, -16.092], [-16.452, -8.733, -21.749], [-16.351, -7.222, -22.067], [-17.037, -6.397, -20.888], [-15.019, -6.898, -22.193], [-15.923, -9.045, -20.849], [-16.165, -9.516, -22.451], [-17.468, -8.992, -21.451], [-16.814, -6.951, -23.016], [-18.114, -6.497, -20.753], [-16.809, -5.331, -20.914], [-16.537, -6.793, -20.004], [-14.526, -7.681, -22.449], [-12.667, 1.164, -21.147], [-12.257, 2.610, -20.750], [-13.016, 3.706, -21.549], [-12.601, 2.799, -19.360], [-12.556, 0.892, -22.197], [-13.710, 0.956, -20.908], [-12.011, 0.503, -20.580], [-11.217, 2.725, -21.053], [-12.771, 3.764, -22.609], [-13.006, 4.716, -21.138], [-14.088, 3.513, -21.528], [-11.798, 2.631, -18.861], [-14.332, -1.160, -23.677], [-14.746, -0.117, -24.781], [-13.670, 0.837, -25.270], [-15.288, -0.816, -25.871], [-14.468, -0.727, -22.686], [-13.359, -1.633, -23.808], [-15.021, -2.004, -23.641], [-15.404, 0.595, -24.282], [-13.328, 1.622, -24.595], [-13.959, 1.275, -26.226], [-12.789, 0.215, -25.429], [-16.131, -1.141, -25.545], [-11.801, -5.791, -21.156], [-12.435, -4.436, -20.599], [-12.332, -3.288, -21.592], [-13.744, -4.704, -20.258], [-10.712, -5.753, -21.120], [-12.162, -5.928, -22.175], [-12.044, -6.663, -20.548], [-11.888, -4.127, -19.708], [-12.994, -3.496, -22.433], [-11.296, -3.321, -21.930], [-12.523, -2.295, -21.187], [-14.201, -5.210, -20.934], [-9.204, -11.145, -21.628], [-9.542, -10.408, -20.313], [-11.009, -9.723, -20.341], [-9.440, -11.396, -19.273], [-9.124, -10.561, -22.545], [-10.018, -11.844, -21.817], [-8.382, -11.861, -21.614], [-8.838, -9.595, -20.132], [-11.538, -9.792, -19.390], [-11.634, -10.244, -21.066], [-10.782, -8.671, -20.510], [-8.645, -11.198, -18.773], [-8.216, -4.712, -20.716], [-8.538, -5.137, -19.376], [-7.466, -5.347, -21.187], [-9.139, -4.526, -21.265], [-7.638, -3.790, -20.650], [-8.525, -4.373, -18.795], [-8.771, -7.626, -23.009], [-8.148, -6.676, -23.878], [-9.859, -7.564, -23.030], [-8.580, -8.653, -23.318], [-8.433, -7.529, -21.977], [-8.449, -6.877, -24.768], [-12.137, -6.199, -17.233], [-13.368, -6.574, -17.882], [-11.495, -5.545, -17.824], [-12.310, -5.672, -16.295], [-11.597, -7.124, -17.035], [-13.730, -5.835, -18.377], [-12.648, -8.082, -24.384], [-13.223, -8.886, -23.329], [-13.164, -8.273, -25.325], [-12.465, -7.031, -24.161], [-11.718, -8.551, -24.706], [-13.451, -9.718, -23.752]],
  "s_squared": 0.756,
  "multiplicity": 2,
  "total_charge": 1,
  "e_above_lowest_kj_mol": 197.2,
  "max_force_ha_per_bohr": 0.0666
}